DFT (ωB97M-V/def2-TZVPD) results for the molecule C7H11NO2S at a distorted geometry.

Last column: Löwdin charge in e.
Atoms and positions in Å:
C -0.699075 -0.628461 -0.206861  -0.323
H -1.659541 3.505314 0.051592  0.049
H 0.888648 -1.327045 -1.456072  0.111
C -0.840186 -1.950737 0.616371  -0.086
H -0.520893 2.927452 0.983055  0.067
H -2.264797 0.773942 0.301575  0.086
H -1.661203 -2.017323 1.360605  0.131
S 1.090733 1.147001 -0.744773  0.673
C -0.724618 3.126085 -0.011436  -0.058
C 0.653616 -0.588295 -0.669300  -0.185
H 0.936708 -1.442530 1.763822  0.123
H -1.189195 -2.678809 -0.012246  0.075
H -0.097596 3.757455 -0.525109  0.068
H -1.078620 1.745427 -1.743793  0.151
O 1.759632 1.596125 0.447509  -0.320
C -0.678565 1.770921 -0.678111  -0.352
C -1.362850 0.533515 -0.134701  -0.069
H 1.114407 -3.701665 0.072956  0.078
O 1.727919 1.600114 -1.941690  -0.333
N 1.487964 -3.057938 0.698058  0.108
H 2.510453 -3.013716 0.843973  0.144
C 0.607059 -2.076835 0.984574  -0.137

Force components x, y, z for each atom (eV/Å):
-1.20 0.11 1.88
-3.25 1.25 -0.49
0.42 0.87 0.16
-0.71 1.83 -0.14
1.36 0.17 2.13
-2.03 -0.33 1.25
0.98 0.63 0.37
-0.90 0.67 -0.14
0.28 -3.24 -0.37
0.89 -1.20 0.57
0.14 0.76 0.68
-0.25 -2.31 -2.09
1.62 1.66 -0.69
1.03 0.73 0.82
-0.23 -0.55 0.88
0.28 -2.07 -2.43
1.30 0.54 0.19
0.07 -1.52 -1.31
0.22 -0.41 -1.28
-0.32 0.21 1.09
-1.42 0.21 -0.05
1.71 1.99 -1.04

* 2S+1: 1
* HOMO energy (spin up / spin down): -7.42 / -7.42 eV
* relative energy (zero: lowest compared OMol25 entry of this formula, charge and spin): 88.09 kcal/mol
* M: 173.24 g/mol
* E_LUMO (spin up / spin down): 0.34 / 0.34 eV
* E: -876.585189 a.u.

***

DFT (ωB97M-V/def2-TZVPD) results for C28H35N3OPPd as an isolated structure at a distorted geometry.

Last column: Löwdin charge in e.
Atoms and positions in Å:
H -2.340323 0.361752 -1.931797  0.081
C 3.440604 -3.033492 -2.474375  0.027
H -1.799084 -3.349926 -2.216486  0.112
H -0.497175 -5.197781 3.907681  0.136
C -1.409538 6.000302 0.764084  0.066
H -1.188654 6.634506 -0.085840  0.145
C 4.017762 -2.143758 -0.257939  0.015
H 3.689677 -3.647652 -3.330015  0.143
H 1.706605 1.950995 -0.307993  0.060
H -2.242834 3.681077 3.741968  0.137
H 0.299826 2.981734 -2.836317  0.109
H -0.106437 -1.772328 -4.123349  0.075
C 2.848185 -1.435182 -0.240404  -0.072
P 0.449057 -0.484686 -1.279552  1.114
C 0.426343 -3.082761 1.432752  -0.127
C -0.789402 -1.913434 3.054297  -0.197
H 3.006562 1.126407 -1.186978  0.081
C -2.046373 4.307504 2.882088  0.107
C -0.980547 -2.824378 -1.720902  -0.074
C 4.332427 -2.939325 -1.382552  0.091
N -1.400448 1.573170 2.790804  0.142
N -1.022294 0.364887 2.660083  -0.105
C -1.414230 3.752186 1.770553  -0.107
C 0.339110 -4.258274 2.151471  0.002
N -0.130460 -1.932092 1.817349  -0.047
H 2.687688 0.107310 -3.351353  0.085
C -0.967262 -1.265483 -3.687329  -0.065
C -2.052559 6.539989 1.856203  0.006
H 5.277099 -3.469528 -1.417387  0.148
C -1.900224 -0.473879 4.864219  0.002
H -0.057686 -3.336029 -1.996143  0.075
O -0.526113 1.799393 0.674257  -0.175
H -2.810907 -1.072667 4.946323  0.110
H 4.704591 -2.091854 0.576416  0.139
C -0.939142 -3.111932 3.801118  0.039
H 0.816038 -5.152788 1.777732  0.128
H 2.605383 -0.806201 0.606892  0.109
H -3.137557 -1.201513 -2.051160  0.110
H 0.958446 -3.065960 0.493529  0.089
H -2.979099 6.078805 3.733605  0.149
H -2.352643 -0.756606 -0.546508  0.058
C -0.385599 -4.278268 3.349980  -0.001
C -0.093014 2.006773 -2.531589  -0.070
H 1.121652 0.109955 -4.195145  0.074
H -0.732178 2.158609 -1.666902  0.054
C 1.091878 1.098279 -2.236896  -0.612
C 1.774180 0.672949 -3.529851  -0.060
H -1.245149 -0.773071 5.685852  0.111
C -1.003092 -1.357093 -2.163986  -0.659
C -1.053888 4.618421 0.728555  0.119
H 2.431481 2.694436 -1.727505  0.108
H -1.855160 -1.767983 -4.077622  0.111
H 1.598803 -2.392429 -3.305066  0.110
C -1.247692 -0.694560 3.547214  -0.186
C -2.271140 -0.685013 -1.632534  -0.089
H -0.469207 4.229105 -0.095642  0.133
C 2.112739 1.742681 -1.293744  -0.078
Pd -0.243511 -0.143525 0.963452  0.922
C 2.266014 -2.331718 -2.457051  -0.036
H 2.053255 1.582142 -4.069754  0.117
H -0.695155 1.641951 -3.361229  0.081
H -1.489110 -3.082122 4.730815  0.131
H -2.159853 0.571925 4.995663  0.078
H -2.318653 7.587010 1.883579  0.141
H -1.141645 -2.919324 -0.647173  0.066
H -1.004068 -0.240422 -4.048524  0.072
C -2.403992 5.690124 2.901003  0.094
C 1.940787 -1.513508 -1.338978  -0.290
C -1.093095 2.334167 1.714033  -0.358

Force components x, y, z for each atom (eV/Å):
0.00 -0.01 0.05
-0.37 0.05 -0.31
-0.01 0.02 0.00
0.00 0.01 0.02
-0.24 0.67 0.19
0.09 -0.09 -0.03
-0.20 0.26 0.25
0.08 0.00 0.04
-0.08 0.01 0.09
-0.11 0.07 0.02
0.05 -0.04 -0.01
-0.06 0.06 -0.05
0.47 -0.09 0.04
-0.54 -0.08 -0.29
-0.02 0.08 -0.10
0.06 -0.05 0.10
0.00 0.01 0.00
0.27 -0.56 -0.26
-0.13 0.05 0.00
0.13 -0.07 -0.02
-0.38 0.35 0.83
0.38 0.06 -1.05
-0.11 0.30 0.12
-0.06 -0.06 0.14
-0.23 -0.46 0.61
0.04 0.02 -0.01
-0.12 -0.11 -0.06
0.02 -0.07 -0.14
-0.02 -0.02 0.02
0.00 -0.10 -0.06
-0.04 -0.05 0.01
-0.43 1.20 0.29
-0.02 0.05 0.00
0.03 0.00 -0.04
0.02 0.11 -0.03
0.00 0.02 -0.04
-0.05 0.01 0.00
0.03 -0.01 -0.04
-0.04 -0.02 -0.02
0.04 -0.07 0.05
0.01 0.02 0.01
0.08 -0.02 -0.13
-0.07 0.10 0.02
0.07 0.01 0.05
-0.04 0.02 0.08
0.15 -0.54 0.46
0.00 0.12 -0.22
0.03 0.02 -0.02
0.64 0.07 0.04
0.05 -0.62 0.15
0.02 -0.05 -0.04
0.01 -0.02 0.02
0.00 0.03 0.07
-0.38 -0.26 0.87
-0.08 0.07 -0.07
-0.05 0.04 -0.06
-0.03 0.15 -0.14
0.66 0.08 -0.84
0.35 -0.43 -0.10
0.04 -0.01 0.03
-0.02 -0.01 0.05
0.01 0.00 0.00
-0.02 0.01 -0.01
-0.02 0.00 0.00
0.02 -0.02 0.01
0.03 -0.05 -0.02
-0.06 0.52 -0.06
-0.21 0.19 -0.18
0.38 -0.88 -0.29

* 2S+1: 5
* <S²>: 6.068
* total charge: +3
* HOMO energy (spin up / spin down): -14.66 / -17.94 eV
* M: 567.00 g/mol
* E_LUMO (spin up / spin down): -8.69 / -12.64 eV
* E: -1795.574024 a.u.

***

DFT (ωB97M-V/def2-TZVPD) results for a 4-piece molecular cluster, H8O4 overall at a distorted geometry.

Last column: Löwdin charge in e.
Atoms and positions in Å:
H 34.176000 13.641000 11.682000  -0.017
O 32.545000 11.516000 11.461000  0.025
O 34.888000 12.993000 11.474000  -0.102
H 33.957000 15.168000 12.427000  0.081
H 34.295000 12.199000 11.526000  0.031
H 32.183000 11.624000 10.554000  0.096
H 36.659000 13.295000 11.105000  -0.049
H 32.454000 15.147000 11.726000  0.103
O 37.545000 13.204000 10.804000  -0.053
H 37.684000 12.296000 11.004000  0.009
H 32.231000 10.823000 11.867000  -0.040
O 33.070000 14.727000 12.406000  -0.083

Force components x, y, z for each atom (eV/Å):
0.64 -0.37 -0.18
2.51 6.21 -4.24
-1.51 -0.60 0.21
-1.50 0.13 -0.19
1.01 0.50 -0.16
0.24 -0.50 1.17
-1.66 0.43 0.32
1.72 -0.49 1.38
1.26 0.73 -0.53
0.60 -1.20 0.12
-2.89 -5.89 3.04
-0.41 1.06 -0.93

* 2S+1: 1
* SMILES: O.O.O.O
* HOMO energy: -10.32 eV
* relative energy (zero: lowest compared OMol25 entry of this formula, charge and spin): 32.55 kcal/mol
* M: 72.06 g/mol
* E_LUMO: 0.37 eV
* E: -305.727333 a.u.